Record 1
ORCA calculation (ωB97M-V/def2-TZVPD) on C25H34BBr12Cl2N2O8P as an isolated structure in a non-equilibrium geometry.

Geometry as ORCA input:
```
! RIJCOSX wB97M-V def2-TZVPD def2/J DEFGRID3
* xyz 0 1
C 5.423 -1.469 0.377
O 5.705 -2.648 -0.414
C 4.993 -2.619 -1.688
C 3.476 -3.104 -1.500
C 2.511 -2.714 -2.764
C 1.176 -2.092 -2.086
N 1.075 -0.669 -2.148
C -0.128 -0.175 -1.535
C -0.357 1.396 -1.597
C 0.751 2.272 -2.383
B 2.086 2.577 -1.505
O 2.712 1.523 -0.744
O 2.611 3.947 -1.585
C -1.615 2.054 -0.922
C -1.771 3.644 -1.038
C -0.935 4.263 0.222
O -1.560 5.488 0.694
C -1.965 5.385 2.058
O -3.101 5.790 2.378
C -2.663 1.118 -0.165
C -3.908 1.834 0.548
Cl -5.504 1.488 -0.357
C -4.065 1.439 2.116
C -2.672 1.401 2.915
Cl -5.122 2.729 2.938
C -2.414 -0.405 -0.172
C -3.491 -1.369 0.567
C -1.155 -1.102 -0.850
N -1.097 -2.535 -0.757
C 0.088 -2.983 -1.417
C 0.280 -4.595 -1.449
P 0.115 -5.403 0.243
O 1.464 -5.300 0.999
O -0.105 -7.094 -0.055
O -1.128 -4.786 1.218
H 5.195 -1.793 1.467
H 6.374 -0.810 0.462
H 4.549 -0.832 -0.005
H 5.514 -3.383 -2.380
H 5.092 -1.581 -2.157
H 3.398 -4.219 -1.231
H 3.066 -2.539 -0.574
H 2.294 -3.621 -3.418
H 3.020 -1.906 -3.418
H 1.094 1.600 -3.267
H 0.329 3.219 -2.859
H 3.517 1.253 -1.255
H 2.327 4.439 -0.778
H -2.875 3.995 -1.008
H -1.328 4.096 -1.987
H -0.881 3.479 1.056
H 0.148 4.487 -0.101
H -1.197 4.947 2.800
H -3.825 2.989 0.541
H -4.657 0.468 2.179
H -1.838 1.977 2.390
H -2.836 1.901 3.947
H -2.379 0.315 3.139
H -3.130 -1.447 1.667
H -4.534 -0.906 0.600
H -3.465 -2.433 0.148
H 1.270 -4.922 -1.907
H -0.591 -4.981 -2.108
H -1.019 -7.367 0.189
H -0.692 -4.072 1.760
C -8.962 3.611 4.551
Br -9.989 3.911 6.170
Br -10.057 3.787 2.960
Br -7.391 4.747 4.474
H -8.609 2.582 4.583
C 3.495 -4.231 -6.430
Br 3.665 -5.420 -4.905
Br 2.119 -2.889 -6.157
Br 5.195 -3.430 -6.910
H 3.181 -4.842 -7.274
C -0.668 -1.972 4.825
Br -0.352 -0.316 5.783
Br -0.438 -1.750 2.910
Br 0.415 -3.425 5.516
H -1.709 -2.243 4.991
C 5.573 4.454 0.147
Br 6.351 6.174 -0.298
Br 6.360 3.017 -0.890
Br 5.652 4.096 2.052
H 4.519 4.500 -0.126
*
```

Values from the calculation:
Kohn-Sham gap = 7.26 eV
HOMO energy = -0.314 hartree
LUMO = -1.3 eV



Record 2
ORCA calculation (ωB97M-V/def2-TZVPD) on C25H34CaGeN3O8S2 as an isolated structure.

Geometry as ORCA input:
```
! RIJCOSX wB97M-V def2-TZVPD def2/J DEFGRID3
* xyz -1 1
Ca -0.004 -0.899 -2.231
C -5.129 -0.901 -2.266
C -3.705 -1.258 -1.919
S -2.649 0.157 -1.629
C -3.234 -2.524 -1.914
C -4.216 -3.633 -2.251
S -1.619 -3.079 -1.540
H -5.409 0.050 -1.811
H -5.837 -1.655 -1.918
H -5.273 -0.795 -3.347
H -5.009 -3.698 -1.500
H -3.701 -4.589 -2.288
H -4.696 -3.457 -3.217
C 3.651 -1.889 -0.410
C 3.469 -1.854 -1.887
N 2.312 -1.740 -2.503
C 2.581 -1.733 -3.856
C 3.931 -1.865 -4.047
N 4.469 -1.937 -2.785
C 4.861 -1.937 -5.202
O 4.334 -1.884 -6.395
O 6.054 -2.050 -4.987
C 1.490 -1.544 -4.880
O 1.837 -1.555 -6.081
O 0.332 -1.370 -4.434
H 2.711 -1.610 0.062
H 4.423 -1.189 -0.090
H 3.931 -2.888 -0.072
H 5.459 -2.036 -2.623
H 3.298 -1.804 -6.329
C -3.814 3.477 4.251
C -3.670 2.914 2.843
C -2.243 2.468 2.544
C -2.016 2.012 1.102
Ge -3.007 0.400 0.573
C -2.700 -1.235 1.605
C -1.289 -1.668 1.987
C -0.575 -0.779 2.992
C 0.778 -1.359 3.378
H -4.844 3.762 4.471
H -3.186 4.360 4.388
H -3.507 2.741 4.998
H -3.976 3.665 2.107
H -4.358 2.074 2.714
H -1.970 1.666 3.238
H -1.565 3.298 2.775
H -0.960 1.801 0.927
H -2.296 2.810 0.407
H -4.528 0.672 0.652
H -3.162 -2.018 0.997
H -3.325 -1.130 2.501
H -0.687 -1.759 1.084
H -1.348 -2.681 2.404
H -1.194 -0.656 3.890
H -0.435 0.218 2.571
H 0.665 -2.335 3.855
H 1.323 -0.709 4.063
H 1.392 -1.500 2.485
O 0.714 0.000 -0.142
C 1.255 0.944 -0.780
O 1.023 1.207 -1.983
C 2.277 1.802 -0.068
C 3.010 2.732 -0.795
C 3.966 3.522 -0.173
C 4.193 3.397 1.187
C 3.445 2.469 1.891
C 2.493 1.660 1.297
N 3.685 2.346 3.344
O 4.559 3.036 3.833
O 3.009 1.554 3.967
H 2.809 2.818 -1.854
H 4.537 4.240 -0.748
H 4.926 3.997 1.704
H 1.930 0.934 1.865
*
```

Values from the calculation:
energy above the lowest of the compared OMol25 structures with the same formula, charge and spin = 7.2 kJ/mol
Kohn-Sham gap = 5.87 eV
HOMO energy = -0.168 hartree
LUMO = 1.3 eV



Record 3
ORCA calculation (ωB97M-V/def2-TZVPD) on C25H34Cl5N2O2PbSb as an isolated structure in a non-equilibrium geometry.

Geometry as ORCA input:
```
! RIJCOSX wB97M-V def2-TZVPD def2/J DEFGRID3
* xyz 2 1
Pb -0.251 -1.087 -1.019
C -4.588 0.763 -0.471
C -3.428 -0.099 -0.069
O -2.354 -0.065 -0.709
N -3.620 -0.872 0.997
C -2.618 -1.780 1.547
C -2.555 -3.058 0.742
C -3.404 -4.120 1.015
C -3.352 -5.251 0.215
C -2.453 -5.282 -0.841
C -1.650 -4.178 -1.054
N -1.698 -3.086 -0.284
H -4.271 1.519 -1.184
H -5.032 1.245 0.399
H -5.353 0.146 -0.946
H -4.536 -0.877 1.417
H -2.877 -1.988 2.582
H -1.649 -1.284 1.521
H -4.089 -4.059 1.850
H -4.003 -6.092 0.413
H -2.371 -6.146 -1.485
H -0.938 -4.163 -1.872
Cl 4.201 -0.029 0.979
C 3.960 -1.700 0.673
C 2.724 -2.261 0.989
C 2.473 -3.581 0.626
Cl 0.918 -4.262 0.930
C 3.469 -4.360 0.040
Cl 3.172 -6.003 -0.322
C 4.715 -3.793 -0.242
Cl 5.936 -4.735 -0.962
C 4.953 -2.444 0.048
Cl 6.449 -1.724 -0.351
C 2.015 3.713 1.642
C 1.789 3.638 0.140
C 3.075 3.697 -0.663
Sb 0.457 1.926 -0.391
C 0.597 2.207 -2.562
C -0.701 1.814 -3.260
C 1.773 1.369 -3.067
C -1.456 2.901 0.078
C -1.859 2.568 1.512
C -1.438 4.402 -0.176
H 2.494 4.663 1.889
H 2.670 2.913 1.988
H 1.078 3.664 2.199
H 1.147 4.460 -0.179
H 3.758 2.885 -0.426
H 3.586 4.633 -0.423
H 2.886 3.702 -1.736
H 0.797 3.264 -2.751
H -0.934 0.753 -3.107
H -0.614 1.971 -4.338
H -1.551 2.396 -2.903
H 1.610 0.302 -2.876
H 2.712 1.649 -2.589
H 1.893 1.488 -4.145
H -2.155 2.431 -0.615
H -1.179 3.027 2.232
H -1.862 1.489 1.692
H -2.860 2.954 1.724
H -0.826 4.925 0.560
H -2.450 4.804 -0.093
H -1.071 4.641 -1.176
C 2.062 -1.039 3.137
C 1.713 -1.467 1.752
O 0.609 -1.217 1.278
H 1.460 -1.623 3.839
H 1.786 0.006 3.281
H 3.111 -1.202 3.361
*
```

Values from the calculation:
Kohn-Sham gap = 7.76 eV
HOMO energy = -0.507 hartree
LUMO = -6.0 eV



Record 4
ORCA calculation (ωB97M-V/def2-TZVPD) on a 2-piece molecular cluster, C25H34F3Si overall in a non-equilibrium geometry.

Geometry as ORCA input:
```
! RIJCOSX wB97M-V def2-TZVPD def2/J DEFGRID3
* xyz 1 1
C 4.479 -2.759 0.226
C 3.725 -2.206 -0.981
Si 3.123 -0.438 -0.776
C 4.499 0.641 -0.090
C 5.746 0.759 -0.965
C 2.573 0.210 -2.452
C 2.759 -0.743 -3.631
C 1.740 -0.450 0.557
C 0.488 0.169 -0.008
C 0.438 1.667 0.057
C -0.453 -0.572 -0.659
C -1.301 -0.022 -1.758
C -0.386 -2.081 -0.576
H 4.986 -3.689 -0.055
H 5.241 -2.063 0.596
H 3.795 -2.990 1.051
H 4.355 -2.225 -1.884
H 2.842 -2.825 -1.209
H 4.058 1.634 0.090
H 4.756 0.230 0.897
H 6.469 1.427 -0.481
H 6.244 -0.207 -1.113
H 5.518 1.182 -1.951
H 1.518 0.514 -2.384
H 3.133 1.143 -2.616
H 2.513 -0.228 -4.567
H 3.792 -1.098 -3.708
H 2.102 -1.617 -3.552
H 1.634 -1.476 0.928
H 2.154 0.150 1.378
H 1.351 2.062 0.521
H 0.289 2.142 -0.923
H -0.380 1.976 0.713
H -1.831 -0.842 -2.256
H -2.074 0.644 -1.375
H -0.735 0.537 -2.521
H -1.355 -2.527 -0.852
H 0.371 -2.507 -1.276
H -0.132 -2.443 0.433
F -6.782 -1.677 1.244
C -5.968 -0.860 0.477
C -6.295 -0.704 -0.873
C -5.524 0.222 -1.590
F -5.816 0.429 -2.924
C -4.461 0.901 -1.024
C -4.004 0.575 0.293
C -2.765 1.131 0.710
C -2.360 1.245 2.071
C -1.907 2.530 2.511
C -1.882 2.850 3.860
C -2.128 1.865 4.824
C -2.310 0.553 4.377
F -2.346 -0.447 5.328
C -2.430 0.203 3.035
C -4.865 -0.253 1.079
H -7.108 -1.258 -1.343
H -3.929 1.656 -1.604
H -2.390 1.922 0.050
H -1.699 3.295 1.758
H -1.685 3.882 4.166
H -2.157 2.103 5.886
H -2.569 -0.836 2.724
H -4.662 -0.407 2.137
*
```

Values from the calculation:
Kohn-Sham gap = 4.46 eV
HOMO energy = -0.398 hartree
LUMO = -6.4 eV



Record 5
ORCA calculation (ωB97M-V/def2-TZVPD) on C25H34FeN6O5PSSe as an isolated structure in a non-equilibrium geometry.

Geometry as ORCA input:
```
! RIJCOSX wB97M-V def2-TZVPD def2/J DEFGRID3
* xyz -1 1
Fe -0.512 -0.273 -0.607
O -0.074 -2.857 1.802
S -0.517 -3.255 0.462
O -1.361 -4.434 0.452
O -1.312 -2.104 -0.148
O 0.667 -3.459 -0.436
C -4.751 -0.147 -1.249
C -4.930 1.170 -1.644
C -3.826 1.994 -1.771
C -2.567 1.477 -1.497
N -2.405 0.201 -1.109
C -3.466 -0.595 -0.985
C -1.282 2.177 -1.624
C -1.101 3.434 -2.077
C 0.231 3.966 -2.306
C 1.300 3.173 -2.181
C 1.176 1.752 -1.720
C -0.157 1.342 -1.234
H -5.587 -0.823 -1.142
H -5.921 1.551 -1.855
H -3.935 3.023 -2.084
H -3.242 -1.603 -0.658
H -1.949 4.064 -2.324
H 0.327 4.983 -2.667
H 2.288 3.507 -2.471
H 1.925 1.544 -0.946
C 0.335 1.661 5.371
C -0.757 2.059 4.385
N -1.111 1.007 3.445
C -2.102 0.029 3.881
C -1.513 -1.316 4.289
C -0.621 0.962 2.169
C 0.461 1.931 1.772
N -1.016 0.110 1.297
H 0.596 2.502 6.018
H 1.232 1.340 4.840
H 0.010 0.835 6.003
H -0.463 2.952 3.838
H -1.664 2.330 4.932
H -2.836 -0.107 3.080
H -2.645 0.478 4.715
H -1.007 -1.808 3.455
H -2.311 -1.975 4.641
H -0.796 -1.188 5.101
H 1.043 2.284 2.619
H 0.036 2.795 1.254
H 1.118 1.402 1.086
H -1.626 -0.626 1.634
C 3.945 -0.203 0.026
P 2.583 -1.447 -0.072
C 3.053 -2.381 1.406
C 3.122 -2.206 -1.627
O 1.389 -0.503 -0.027
H 4.933 -0.670 0.028
H 3.836 0.390 0.936
H 3.881 0.461 -0.839
H 4.064 -2.759 1.232
H 2.370 -3.183 1.647
H 3.093 -1.671 2.234
H 3.998 -2.819 -1.406
H 3.428 -1.409 -2.308
H 2.357 -2.830 -2.074
Se 3.766 0.775 -4.880
N 2.609 -0.541 -5.123
C 1.569 -0.889 -4.378
C 0.931 -2.085 -4.804
C -0.076 -2.654 -4.090
C -0.454 -2.029 -2.883
N 0.041 -0.905 -2.433
C 1.041 -0.220 -3.172
N 1.544 0.924 -2.882
H 1.322 -2.531 -5.710
H -0.545 -3.583 -4.376
H -1.181 -2.498 -2.230
*
```

Values from the calculation:
energy above the lowest of the compared OMol25 structures with the same formula, charge and spin = 268.9 kJ/mol
Kohn-Sham gap (alpha / beta) = 5.10 / 5.10 eV
HOMO energy (alpha / beta) = -0.132 / -0.132 hartree
LUMO (alpha / beta) = 1.5 / 1.5 eV



Record 6
ORCA calculation (ωB97M-V/def2-TZVPD) on C25H34GeMnN3O7 as an isolated structure.

Geometry as ORCA input:
```
! RIJCOSX wB97M-V def2-TZVPD def2/J DEFGRID3
* xyz 0 1
Mn -0.380 0.188 0.184
O -3.323 -2.611 -0.060
C -2.587 -1.697 0.253
O -1.927 -0.910 -0.525
C -2.383 -1.289 1.689
C -3.070 -1.731 2.803
C -2.833 -1.094 4.014
C -1.961 -0.013 4.068
C -1.318 0.360 2.904
N -1.500 -0.303 1.770
C -0.461 1.578 2.670
O -0.146 2.333 3.563
O -0.193 1.695 1.410
H -3.781 -2.538 2.694
H -3.353 -1.416 4.906
H -1.789 0.555 4.971
C 1.241 3.489 -0.345
C 2.038 2.278 -0.802
C 2.261 2.343 -2.313
C 3.380 2.260 -0.072
O 1.349 1.043 -0.519
Ge 2.154 -0.679 -0.587
O 0.461 -0.991 -1.376
C 0.216 -2.139 -2.227
C -0.090 -3.371 -1.385
C 1.485 -2.401 -3.045
C -0.907 -1.825 -3.209
O 1.164 -0.936 1.046
C 1.641 -1.699 2.172
C 0.555 -2.650 2.660
C 2.844 -2.535 1.739
C 2.075 -0.739 3.273
H 1.771 4.385 -0.675
H 0.246 3.502 -0.794
H 1.123 3.515 0.733
H 2.890 3.199 -2.568
H 2.759 1.439 -2.669
H 1.314 2.455 -2.843
H 3.893 3.214 -0.210
H 3.219 2.113 0.998
H 4.038 1.473 -0.445
H 0.708 -3.533 -0.656
H -1.041 -3.292 -0.867
H -0.138 -4.254 -2.027
H 2.307 -2.781 -2.435
H 1.270 -3.150 -3.809
H 1.814 -1.489 -3.548
H -1.808 -1.503 -2.698
H -0.583 -1.059 -3.919
H -1.137 -2.723 -3.785
H 0.160 -3.239 1.831
H 0.974 -3.335 3.400
H -0.263 -2.121 3.141
H 2.580 -3.223 0.932
H 3.675 -1.911 1.407
H 3.195 -3.129 2.584
H 1.247 -0.133 3.639
H 2.481 -1.294 4.122
H 2.850 -0.064 2.904
N -4.434 4.776 -3.954
C -3.796 4.080 -3.301
C -2.998 3.207 -2.483
C -3.168 3.186 -1.103
C -2.379 2.333 -0.359
N -1.468 1.534 -0.915
C -1.308 1.551 -2.238
C -2.051 2.374 -3.063
H -3.896 3.820 -0.618
H -2.458 2.287 0.717
H -0.559 0.873 -2.622
H -1.893 2.361 -4.132
*
```

Values from the calculation:
Kohn-Sham gap (alpha / beta) = 7.95 / 7.97 eV
HOMO energy (alpha / beta) = -0.321 / -0.320 hartree
LUMO (alpha / beta) = -0.8 / -0.7 eV